No. 1
C56H44GeN2O9PSTeTi as an isolated structure at a distorted geometry, computed with ωB97M-V/def2-TZVPD.

```
116
C56H44GeN2O9PSTeTi ωB97M-V/def2-TZVPD
H -0.01300 -2.76418 -3.91465
C 1.95610 0.58138 3.61074
C 2.97651 1.21764 2.89378
H -2.50992 7.03280 1.76661
H -2.72189 3.56803 -1.98660
C -1.17490 5.35186 1.86409
O -1.75139 1.81311 0.29163
C -3.55959 -3.99966 -2.21938
N -1.69952 0.60186 0.21475
C -2.03554 6.26491 -0.18059
C -2.35008 2.71176 -2.52956
H 4.28624 -0.34410 -3.99304
H 3.64878 6.23559 -2.01271
C 0.93189 -2.23334 -3.92724
H -4.52935 -4.36600 -2.53718
C 2.61063 -4.77405 -1.37344
O 1.86761 3.56867 1.07957
H -0.26928 -4.76350 -2.42744
C -3.72413 0.19030 5.32746
C 2.78209 -1.25752 -2.77582
C -0.29425 -4.00619 4.27354
C -1.04881 -3.03742 -1.41771
C -1.12340 -4.78853 3.48202
C -1.96365 6.28486 1.20521
H 3.96810 -6.41794 -1.64907
C -4.99229 0.05913 5.87682
C 3.00577 5.48616 -2.45923
C 4.89108 2.27858 1.19987
O 4.24200 1.71030 -1.62413
C -2.77883 0.91014 -4.06868
H -1.38618 5.30681 -1.98969
O 1.12793 -0.19066 3.03447
H 5.60685 2.67889 0.49722
C -1.36275 5.29110 -0.90727
C 1.60431 -4.20419 -0.59740
H -2.15162 -1.45444 -0.49112
H -3.45362 0.39329 -4.74101
S 0.70808 3.33735 1.91850
Ti 1.16167 0.68230 0.63065
O 2.25240 0.96505 -0.90980
H 0.99266 -2.13303 -6.07048
H 4.05612 2.16298 4.49925
C -0.53505 4.36876 1.13467
O 1.84874 0.75760 4.95731
C 1.74991 -6.12024 0.88595
C 2.06450 4.83581 -1.67907
H 2.41249 3.94795 -5.41049
Ge 0.80248 -2.38653 -0.93232
O 0.28611 1.90845 1.86937
C -1.16561 -4.21270 -2.16072
C -0.64264 4.29701 -0.25686
P 0.16910 2.85261 -1.06868
H 1.25782 -1.90246 1.46402
H -2.47125 -5.58538 -3.17322
H -2.62385 7.01204 -0.70130
C 2.75893 -6.66822 0.10382
H -1.06684 -5.86966 3.53137
C -3.47307 -0.09648 3.98738
C -2.01309 -4.17478 2.61179
H -1.17586 -0.49877 -4.30856
H 0.39208 -4.48786 1.14718
C -3.19745 2.05799 -3.41294
C 1.35653 -1.31009 0.55268
C -6.04806 -0.36822 5.08278
O 0.83790 3.81369 3.27429
C 3.14312 5.17138 -3.80367
H 2.94849 -4.25097 -2.26278
C -2.08127 -2.79121 2.54753
C -4.55144 -0.49830 3.20218
N 2.88265 1.02955 1.52526
H -4.35967 -2.30864 -1.16975
C -3.46233 -2.84605 -1.45615
C -1.05617 2.24992 -2.31347
C -1.50489 0.41550 -3.83266
H 2.00440 5.05284 -0.62179
C -5.82197 -0.64466 3.74149
C -2.21740 -2.36563 -1.06729
H 3.21721 -7.61089 0.38182
C 1.55500 -1.91782 -2.72101
H 5.81901 3.07459 2.99062
H 3.28740 -1.01733 -1.84998
H -6.64335 -0.97651 3.11626
C 1.23776 3.84898 -2.22514
C 1.49902 -1.88049 -5.14475
C 3.18401 -5.99296 -1.03127
H -4.38838 -0.68667 2.14699
C 4.99055 2.49692 2.59887
H -4.20374 2.43007 -3.57021
C 2.70642 -1.19616 -5.17649
C -0.37058 -2.62175 4.21083
H 1.41061 -6.64080 1.77507
C 4.03603 1.99250 3.43145
H 3.89232 5.66523 -4.41165
Te -1.41817 0.13411 3.22379
H -2.64843 -4.77526 1.97129
H 0.76496 2.78654 -4.03062
H -2.89854 0.51908 5.94997
C 2.32314 4.20474 -4.36129
C 1.38299 3.54955 -3.57871
C -1.27400 -1.99898 3.35696
H 0.41036 -4.47617 4.94992
H 3.13790 -0.89919 -6.12577
H -5.15787 0.27921 6.92563
C 1.18230 -4.90624 0.53223
C -2.40430 -4.68452 -2.57255
H 0.96847 0.42271 5.17829
H -1.04046 5.36408 2.93775
O -0.56237 0.09425 -0.18744
H 0.33789 0.68300 -2.76023
C -0.65148 1.07988 -2.96658
C 3.80172 1.59174 0.73032
H -2.76229 -2.32028 1.85094
C 3.34912 -0.88670 -3.98611
H -7.04108 -0.47637 5.50364
H 0.28937 -2.02080 4.82238
C 3.45130 1.43436 -0.73563
```

Computed properties:
Multiplicity   2
LUMO energy (spin up / spin down)   3.91 / 3.90 eV
Highest occupied orbital energy (spin up / spin down)   -0.8 / -1.3 eV
Energy above the lowest of the compared OMol25 structures with the same formula, charge and spin   146.0 kJ/mol
Net charge   -2
Gap between HOMO and LUMO (spin up / spin down)   0.1725 / 0.1916 Eh


No. 2
C47H54BIrN11OPS3 as an isolated structure at a distorted geometry, computed with ωB97M-V/def2-TZVPD.

```
119
C47H54BIrN11OPS3 ωB97M-V/def2-TZVPD
C -2.51083 -6.05998 0.91030
C -2.78010 -3.10040 -0.10696
C 4.55151 3.74023 -0.69447
C -1.79808 -0.91151 4.84112
H 0.00349 0.49957 -6.38190
H -2.27001 -0.58009 6.88207
C 4.45202 2.22733 -0.43035
N 0.92816 0.12415 6.46053
H 4.27151 0.41135 -1.61562
H 3.60996 4.13302 -1.08449
C -2.12681 -3.03909 -1.33988
H 1.02347 3.57953 4.01879
C 0.98134 -1.57334 -0.90230
N 1.24026 1.05030 0.87793
H 0.21268 -1.07250 -5.61136
C 2.45985 -0.64209 4.52540
H 1.41299 -4.30570 -1.70572
C -3.30234 2.18205 -0.14978
C -4.14977 -2.86612 -0.03364
H 1.50592 2.61320 -3.75907
H -4.96131 2.01769 1.18188
H -2.39966 5.09364 -2.96631
C -4.86549 -2.61201 -1.19636
H -1.20869 5.90036 0.44433
H -3.98338 -2.42828 6.89600
H -1.05988 -3.23064 -1.39036
C -1.41445 3.51467 -0.87697
H 2.11463 -1.86653 -4.03808
H -3.15382 -8.07869 0.64724
C 1.60907 -2.19435 -2.00286
C -2.81313 3.32166 -0.71621
C -1.31841 4.96674 -2.88915
C -0.18075 -5.77210 1.52386
H -4.66224 -2.88647 0.91936
C -2.48016 -1.16450 5.99827
C -2.32390 -7.43131 0.89702
H 0.65840 -5.12780 1.75706
H -5.36955 2.68429 -0.39837
C 1.65260 -0.21310 5.63665
C -0.86593 4.81824 -1.42482
C -3.42301 -2.19435 6.00053
C 1.98119 3.06293 3.92986
S -0.26433 1.10210 2.99535
H 4.81038 4.29744 0.20699
H 3.23840 0.71503 -4.46119
P -1.78641 -3.47302 1.35685
H -0.84922 5.85353 -3.31442
C -4.75691 1.94459 0.11057
H -0.99538 6.91898 -0.98346
H 4.01107 3.27039 2.08711
C 2.42828 0.53187 -5.17014
H 6.58819 1.92051 -0.38225
C 1.04091 -0.17688 -3.20426
C -2.84367 -2.77090 -2.49336
C -2.33899 1.21622 0.22073
H 3.29673 1.76935 -2.20610
N 0.45210 -0.37692 -1.01768
H 2.00106 2.30229 4.71460
Ir -0.78513 -1.07763 1.86015
H 2.48311 1.29135 -5.94942
N 1.97307 -1.39695 3.61283
H -4.31050 -3.75413 4.82719
C 2.12550 2.43256 2.57962
C -4.21640 -2.55952 -2.42115
N 4.83166 0.32057 4.20772
N -0.57864 2.56404 -0.55054
N 0.45508 0.32880 -2.14720
C -2.84063 -2.64304 3.72610
O 0.86662 -1.86253 3.40260
S 0.90405 -2.33989 0.63711
H 5.67907 0.65573 0.45419
H -2.52289 6.08562 -0.73297
C 3.20126 2.62991 1.76201
C -1.08006 -7.97619 1.20033
H -5.05492 0.94487 -0.21135
N 2.30196 1.21779 0.08510
C 1.12532 1.56491 2.08338
N -1.06095 1.42798 -0.03151
H 2.86533 -3.61478 -1.00168
H -0.19466 2.15195 -3.60737
H 5.90727 2.23931 1.21036
H 0.98488 5.04566 -0.30912
C -3.60522 -2.93443 4.85824
H -2.33714 -2.71980 -3.44855
H 5.33174 3.92381 -1.43238
C 0.68559 2.07780 -4.24315
H -1.02408 4.10949 -3.49330
H 0.95733 -7.57669 1.73297
C -1.44238 5.99458 -0.61814
H -3.50145 4.10028 -1.01929
H 1.10601 3.91619 -1.67256
H -3.46748 -4.28498 2.76123
H 0.47798 2.56988 -5.19326
H 1.03950 5.66244 -1.96142
C -0.00581 -0.01873 -5.42315
H 2.78436 3.76933 4.12390
S -2.78920 -0.23305 1.02455
C 1.63660 -1.46307 -3.15492
C -1.43181 -5.23398 1.23753
C 3.27401 1.99152 0.49447
H -4.77885 -2.35757 -3.32310
H -1.00736 0.06248 -4.99530
H -3.47682 -5.64446 0.64750
H -1.06636 -0.12400 4.82266
C 5.73007 1.72937 0.26206
C 2.19988 -3.56301 -1.86621
N -2.92845 -3.44045 2.61138
H 2.76025 -3.84343 -2.75446
C 4.25284 1.49417 -1.75670
H 2.59235 -0.43396 -5.65009
C 3.79754 -0.14749 4.37580
C 1.04871 0.61611 -4.49592
B -0.00276 0.34788 0.27913
C -0.00889 -7.14791 1.50474
C 0.66325 4.85375 -1.33551
H -5.93491 -2.45644 -1.13945
H 5.05696 1.76735 -2.43939
N -1.97680 -1.62431 3.69842
H -0.94818 -9.04963 1.20281
```

Computed properties:
Multiplicity   2
LUMO energy (spin up / spin down)   -9.79 / -10.19 eV
Highest occupied orbital energy (spin up / spin down)   -16.1 / -16.1 eV
Energy above the lowest of the compared OMol25 structures with the same formula, charge and spin   63.0 kJ/mol
Net charge   +3
Gap between HOMO and LUMO (spin up / spin down)   0.2315 / 0.2167 Eh


No. 3
An isolated ion of composition C3H7BrNS and charge +1 at a distorted geometry, computed with ωB97M-V/def2-TZVPD.

```
13
C3H7BrNS ωB97M-V/def2-TZVPD
H 0.74913 1.66457 -0.44422
H -1.51344 1.62138 0.98398
H -0.18914 1.06892 1.81488
C 0.04543 -1.42036 0.15479
C -0.02913 1.05519 -0.43933
C -0.71689 0.95485 0.90233
Br 1.78890 -2.00848 1.10070
N 0.48652 -0.37174 -0.85174
H -0.10682 -2.34045 -0.39674
H -0.80127 1.18158 -1.18677
S -1.34280 -0.79486 1.06227
H 0.16562 -0.38921 -1.80332
H 1.46387 -0.22141 -0.89682
```

Computed properties:
Structure (SMILES)   Br[C@@H]1[NH2+]CCS1
LUMO energy   -4.00 eV
Highest occupied orbital energy   -13.9 eV
Energy above the lowest of the compared OMol25 structures with the same formula, charge and spin   28.1 kJ/mol
Net charge   +1
Gap between HOMO and LUMO   0.3651 Eh


No. 4
A single C5H10O molecule, computed with ωB97M-V/def2-TZVPD.

```
16
C5H10O ωB97M-V/def2-TZVPD
H -2.07475 0.26363 -0.85724
C -1.14764 -0.84864 0.76645
H -1.26827 -1.80116 1.29350
C 0.22492 -0.29563 0.70537
H -2.17773 -1.50964 -0.93068
H 2.12792 -0.01896 -1.60316
O -0.72278 0.14790 1.67667
C -2.22313 -0.64060 -0.26327
H 0.10179 1.30306 -0.80285
H 0.94121 1.64494 0.69310
H 2.58524 1.60457 -1.07979
H 0.99288 -0.98419 1.06871
H -3.22973 -0.62553 0.17002
H 2.89161 0.23453 -0.02011
C 2.17147 0.64843 -0.73661
C 0.80700 0.87727 -0.08011
```

Computed properties:
Structure (SMILES)   CC[C@H]1O[C@H]1C
LUMO energy   1.13 eV
Highest occupied orbital energy   -9.9 eV
Energy above the lowest of the compared OMol25 structures with the same formula, charge and spin   133.0 kJ/mol
Gap between HOMO and LUMO   0.4055 Eh